No. 1
The following is a quantum chemistry calculation of C38H34N5O9P2RuSi as an isolated structure at a distorted geometry, from the OMol25 dataset.

XYZ file:
```
90
Properties=species:S:1:pos:R:3:mulliken_spin:R:1
Ru -1.3974 -1.0528 -0.1354 4.062
O -4.6252 1.2730 1.6100 0.020
C -3.6593 0.6366 1.2377 -0.014
N -3.1499 0.3481 0.0275 0.124
C -3.2617 1.3174 -1.0142 -0.022
O -3.9571 2.2931 -0.9911 0.018
C -2.3613 1.1435 -2.1797 0.043
C -2.4743 1.9066 -3.3056 0.002
C -1.7541 1.5168 -4.4259 0.000
C -0.9023 0.4306 -4.3966 0.005
C -0.7929 -0.2711 -3.2247 0.015
N -1.5721 0.0937 -2.1840 0.072
C -2.8760 -0.0564 2.3658 0.052
C -2.9840 0.4746 3.6701 -0.013
C -2.3538 -0.1260 4.7276 0.009
C -1.5574 -1.2660 4.4793 -0.001
C -1.4891 -1.7192 3.1436 0.015
N -2.1028 -1.1092 2.0918 0.068
H -3.0774 2.7824 -3.2838 0.001
H -1.8543 2.0948 -5.3622 0.000
H -0.3719 0.0104 -5.2653 0.001
H -0.2539 -1.2222 -3.2973 -0.018
H -3.6764 1.3442 3.8482 0.000
H -2.5449 0.2248 5.7324 0.000
H -0.9522 -1.7662 5.2976 0.000
H -0.8028 -2.5505 2.9469 0.000
C -0.3587 -6.4226 -1.1312 0.001
C -0.3768 -4.9003 -1.1897 -0.005
O 0.5907 -4.5960 -2.0998 0.000
P 0.0790 -4.3419 0.4946 0.009
O 1.5811 -4.9696 0.6591 0.004
O -0.8077 -5.1946 1.5192 0.000
O 0.0859 -2.8651 0.7406 0.022
P -2.0276 -4.0618 -1.6062 0.020
O -2.8852 -4.2486 -0.2922 0.006
O -2.6755 -4.6916 -2.7800 0.009
O -1.6269 -2.5892 -1.6746 0.139
H 0.6917 -6.6920 -0.9963 0.000
H -0.5895 -6.7343 -2.1440 0.000
H -0.9980 -6.9117 -0.3847 0.000
H 0.5715 -3.6613 -2.2532 0.001
H 2.0720 -4.1728 0.9248 0.001
H -1.7076 -5.1422 1.1790 0.000
H -3.6815 -4.7031 -0.5990 -0.001
N -2.5017 7.3985 -1.2132 0.000
C -2.2453 6.5495 -0.5058 0.000
C -1.7082 5.6210 0.4291 0.000
C -0.5577 5.9428 1.1120 0.000
C 0.0249 4.9715 1.8901 0.000
C -0.6348 3.7056 2.0624 0.004
N -1.7633 3.4588 1.4108 0.001
C -2.2998 4.4184 0.6341 0.000
H -0.0827 6.8988 1.0143 0.000
H 0.9353 5.2918 2.4398 0.000
H -0.1702 2.9457 2.6679 -0.003
H -3.1540 4.2248 0.0239 0.001
C 1.7438 4.0740 -2.3066 0.003
C 0.4702 3.7564 -1.8634 0.010
C 0.2845 2.5251 -1.2387 0.020
C 1.2184 1.5470 -1.2604 0.023
C 2.5267 1.8457 -1.7262 0.003
C 2.7312 3.1302 -2.1080 -0.001
Si 1.1467 0.0368 -0.2337 0.009
C 1.8644 0.7202 1.4598 0.135
C 2.8098 1.7341 1.5709 -0.004
C 3.2276 2.1384 2.8536 0.003
C 2.7388 1.5537 3.9574 0.002
C 1.8346 0.4746 3.9303 0.014
C 1.3974 0.0692 2.6688 0.030
C 2.4732 -1.2041 -0.9029 0.039
C 3.4164 -1.7841 0.0165 0.029
C 4.2260 -2.8706 -0.3013 -0.006
C 4.1058 -3.4239 -1.5829 0.017
C 3.3014 -2.8458 -2.5266 -0.006
C 2.4828 -1.7717 -2.1976 0.028
H 2.0112 4.9898 -2.8080 0.000
H -0.3395 4.5183 -1.9174 0.000
H -0.6481 2.2898 -0.7854 -0.003
H 3.3635 1.1606 -1.7034 0.001
H 3.7159 3.4052 -2.4999 0.000
H 3.1592 2.0816 0.6494 0.003
H 3.9503 2.9310 2.9170 0.000
H 3.1093 1.8919 4.8800 0.000
H 1.4803 0.0709 4.8581 0.000
H 0.8716 -0.9251 2.6058 -0.004
H 3.5082 -1.3651 1.0234 0.005
H 4.9230 -3.3305 0.3826 0.000
H 4.6600 -4.3425 -1.8025 0.000
H 3.3704 -3.1064 -3.5597 0.000
H 1.8900 -1.2543 -2.8933 0.002
```

Computed properties:
* <S²>: 8.76
* LUMO (alpha / beta): -0.3 / -1.4 eV
* HOMO energy (alpha / beta): -7.38 / -9.03 eV
* 2S+1: 6
* gap between HOMO and LUMO (alpha / beta): 0.261 / 0.282 Eh
* E: -94876.0713 eV
* energy relative to the best compared isomer or geometry (same formula, charge and spin): 172.4 kJ/mol
* net charge: 0

No. 2
The following is a quantum chemistry calculation of a 3-piece molecular cluster, C22H45ClN2O10S overall at a distorted geometry, from the OMol25 dataset.

XYZ file:
```
81
Properties=species:S:1:pos:R:3:lowdin_charge:R:1
C 0.6294 -0.8734 -3.6880 -0.005
C 0.1861 -0.2671 -2.5984 -0.258
C 0.9168 -0.2449 -1.2866 -0.191
C 0.1627 -0.9408 -0.1001 -0.688
Cl -0.9997 -2.0915 -0.9546 0.783
O 0.9526 -1.7999 0.6471 -0.068
C 1.6140 -1.3503 1.8254 -0.488
C 2.6842 -2.4381 2.0291 0.020
C 2.3550 0.0101 1.7475 -0.108
C 3.6395 0.1251 2.6162 -0.189
C 3.9321 1.5982 2.8289 -0.281
N 4.3131 2.2653 1.5608 0.001
O 0.7189 -1.5187 2.9230 -0.056
C 0.7300 -0.5574 3.9392 -0.167
C -0.3516 -0.9444 5.0018 -0.410
C -0.9969 0.2844 5.6100 -0.044
O -1.2810 -1.8731 4.5161 -0.046
C -0.7403 0.0652 0.6788 -0.592
S -2.1007 -0.8361 1.5612 0.810
N -1.3703 1.0198 -0.2180 -0.074
C -2.0802 2.0873 0.5137 -0.231
C -2.4635 3.1711 -0.5077 -0.150
C -3.9475 3.1346 -0.9544 -0.256
O -4.5366 1.8451 -0.9561 -0.067
H -0.0709 -1.4072 -4.3150 0.055
H 1.6605 -0.8192 -4.0164 0.060
H -0.7464 0.2809 -2.6553 0.096
H 1.2451 0.7601 -1.0014 0.100
H 1.8293 -0.8190 -1.4399 0.121
H 2.2019 -3.3758 1.7656 0.099
H 2.9951 -2.5008 3.0635 0.092
H 3.5114 -2.3203 1.3366 0.093
H 1.7384 0.8880 1.9244 0.095
H 2.7205 0.1046 0.7269 0.115
H 4.4719 -0.3321 2.0954 0.112
H 3.5341 -0.3657 3.5781 0.096
H 3.0477 2.1109 3.2197 0.106
H 4.7175 1.7700 3.5605 0.110
H 4.8160 3.1148 1.7968 0.066
H 3.4477 2.6106 1.1548 0.055
H 1.6652 -0.4983 4.5020 0.124
H 0.4802 0.4579 3.6082 0.112
H 0.1686 -1.4653 5.8064 0.137
H -1.3510 0.0805 6.6141 0.080
H -1.8084 0.6834 5.0008 0.084
H -0.2536 1.0774 5.7105 0.081
H -2.1070 -1.4252 4.2927 0.051
H -0.2275 0.5908 1.4878 0.080
H -3.0572 -0.7926 0.6158 -0.113
H -0.6681 1.5325 -0.7438 0.090
H -2.9950 1.7170 0.9540 0.076
H -1.3911 2.5198 1.2475 0.116
H -1.8371 3.1574 -1.3976 0.105
H -2.3047 4.1393 -0.0323 0.104
H -4.5079 3.8452 -0.3475 0.111
H -3.9787 3.4782 -1.9831 0.110
H -4.8536 1.6867 -0.0572 0.082
C -2.2060 -4.1534 -2.8181 -0.091
O -2.7982 -5.4340 -2.5773 0.011
C -4.1122 -5.4807 -2.7899 -0.619
O -4.8053 -4.5655 -3.1541 0.123
O -4.5314 -6.7227 -2.5289 0.002
C -5.9327 -6.9190 -2.7159 -0.046
H -1.1456 -4.2474 -2.6102 0.070
H -2.3397 -3.8608 -3.8594 0.101
H -2.6362 -3.4080 -2.1594 0.034
H -6.2130 -6.7325 -3.7513 0.096
H -6.5040 -6.2763 -2.0482 0.097
H -6.1405 -7.9576 -2.4732 0.091
C 3.9661 2.0233 -2.1768 -0.032
O 4.0005 2.9615 -3.2526 0.014
C 2.9513 3.7830 -3.2805 -0.617
O 2.0321 3.7819 -2.4988 0.110
O 3.0921 4.6053 -4.3200 0.008
C 2.0292 5.5476 -4.4744 -0.040
H 4.8591 1.4094 -2.2529 0.100
H 3.9719 2.5329 -1.2156 0.077
H 3.0935 1.3767 -2.2588 0.076
H 1.9611 6.1968 -3.6032 0.097
H 1.0829 5.0358 -4.6404 0.098
H 2.2658 6.1487 -5.3477 0.093
```

Computed properties:
* LUMO: 0.3 eV
* HOMO energy: -8.42 eV
* 2S+1: 1
* gap between HOMO and LUMO: 0.322 Eh
* E: -70352.9710 eV
* SMILES: C=CC[C@@](Cl)(O[C@@](C)(CCCN)OC[C@@H](C)O)[C@H](S)NCCCO.COC(=O)OC.COC(=O)OC
* net charge: 0

No. 3
The following is a quantum chemistry calculation of C24H27F6NO2P2W as an isolated structure at a distorted geometry, from the OMol25 dataset.

XYZ file:
```
63
Properties=species:S:1:pos:R:3:nbo_charge:R:1
C -2.3819 2.6931 -2.9358 -0.151
C -2.1497 1.5224 -2.2447 0.024
C -0.7798 1.1876 -1.8900 0.007
C 0.2974 2.1349 -2.1759 -0.051
C -0.0864 3.4301 -2.6489 -0.151
C -1.3817 3.6582 -3.1082 -0.140
C 1.6385 1.6970 -2.0920 0.015
C 1.9305 0.3417 -1.9283 -0.054
C 0.8404 -0.5977 -1.6522 0.141
C 1.0854 -2.0252 -1.7100 -0.032
C 2.3508 -2.4473 -2.0776 -0.111
C 3.4324 -1.5690 -2.2112 -0.158
C 3.2594 -0.2050 -2.0279 -0.114
H -3.3989 2.9013 -3.2323 0.246
H 0.6506 4.2410 -2.7901 0.260
H -1.6482 4.5870 -3.6232 0.262
H 2.4721 2.3953 -2.2671 0.267
H 2.5278 -3.5078 -2.1484 0.243
H 4.4289 -1.9681 -2.4533 0.262
H 4.1492 0.4411 -2.0435 0.262
N -0.4951 -0.1945 -1.8697 -0.517
W -0.8706 -0.1492 0.2914 0.713
C -3.2890 0.6232 -1.7847 -0.741
H -3.2325 -0.3641 -2.2852 0.274
H -4.2820 1.0400 -2.0460 0.280
C -0.0005 -2.9923 -1.3095 -0.721
H -0.8490 -2.9469 -2.0072 0.265
H 0.3299 -4.0365 -1.3063 0.280
P -3.1229 0.4013 0.0411 1.085
P -0.6135 -2.4718 0.3772 1.089
C 0.7395 -2.9598 1.4976 -0.964
H 0.4177 -2.7921 2.5362 0.270
H 1.0750 -3.9993 1.4221 0.276
H 1.5954 -2.3007 1.3101 0.302
C -2.0410 -3.5512 0.7696 -0.948
H -1.8373 -4.6354 0.8187 0.292
H -2.4309 -3.2635 1.7606 0.267
H -2.8561 -3.4015 0.0454 0.252
C -3.4528 2.0528 0.7302 -0.963
H -4.4564 2.4548 0.5610 0.286
H -3.3115 2.0205 1.8161 0.268
H -2.7397 2.7785 0.3388 0.266
C -4.4858 -0.6610 0.6133 -0.954
H -4.4027 -0.7948 1.7001 0.273
H -5.5050 -0.2721 0.4316 0.291
H -4.4360 -1.6599 0.1610 0.262
C -1.0777 -0.1786 2.3065 0.416
O -1.1862 -0.1686 3.4801 -0.357
H -1.2282 0.8007 1.6916 0.110
C 2.5328 -0.0678 3.5024 -0.654
C 2.6181 0.6235 2.1511 0.148
O 1.8737 0.0954 1.2172 -0.794
C 2.1543 2.1306 2.4516 0.939
F 2.7924 2.6734 3.5414 -0.317
F 2.3258 2.9830 1.4110 -0.326
F 0.8278 2.1395 2.7578 -0.353
C 4.1860 0.7175 1.7557 0.954
F 4.9553 1.2892 2.7368 -0.311
F 4.6491 -0.5493 1.5724 -0.328
F 4.4076 1.4093 0.6066 -0.330
H 1.4847 -0.0787 3.8331 0.214
H 3.1510 0.4582 4.2354 0.258
H 2.8495 -1.1123 3.3963 0.225
```

Computed properties:
* <S²>: 2.02
* LUMO (alpha / beta): -8.4 / -8.8 eV
* HOMO energy (alpha / beta): -14.48 / -14.11 eV
* 2S+1: 3
* gap between HOMO and LUMO (alpha / beta): 0.225 / 0.193 Eh
* E: -67602.0768 eV
* net charge: +2

No. 4
The following is a quantum chemistry calculation of an isolated ion of composition HN4O3 and charge -1 at a distorted geometry, from the OMol25 dataset.

XYZ file:
```
8
Properties=species:S:1:pos:R:3:nbo_charge:R:1
O 0.5777 -0.5484 2.7471 -0.502
N 0.1720 -1.1107 1.7521 0.199
N 0.0927 -0.2883 0.7736 -0.285
N -0.3813 -0.6413 -0.6568 -0.254
N -0.3083 0.3576 -1.4807 0.550
O 0.2776 1.4470 -1.2618 -0.578
O -0.8404 0.0428 -2.5470 -0.517
H 0.4100 0.7411 0.6736 0.386
```

Computed properties:
* LUMO: 4.7 eV
* HOMO energy: -4.37 eV
* 2S+1: 1
* gap between HOMO and LUMO: 0.335 Eh
* E: -12114.0764 eV
* SMILES: O=NNN=[N+]([O-])[O-]
* energy relative to the best compared isomer or geometry (same formula, charge and spin): 71.7 kJ/mol
* net charge: -1